Computed, not measured: C24H59Li2N3O4 as an isolated structure in a non-equilibrium geometry, with ωB97M-V/def2-TZVPD.

Atoms and positions in Å:
Li1 -0.908 0.259 1.991
Li2 1.640 -0.037 1.626
O1 0.088 -0.232 0.507
H1 0.009 -0.543 -0.396
O2 0.555 0.581 3.153
H2 1.080 0.502 3.955
C1 0.643 -0.275 -3.113
C2 -0.541 0.563 -2.672
N1 -1.503 0.750 -3.748
C3 -0.953 1.513 -4.867
C4 -0.336 2.874 -4.549
C5 -2.725 1.327 -3.216
C6 -3.871 1.358 -4.224
H3 1.218 -0.588 -2.240
H4 1.295 0.271 -3.794
H5 0.269 -1.158 -3.635
H6 -1.047 0.060 -1.848
H7 -0.190 1.524 -2.262
H8 -0.220 0.887 -5.381
H9 -1.745 1.664 -5.601
H10 -1.023 3.506 -3.983
H11 0.593 2.798 -3.978
H12 -0.091 3.404 -5.471
H13 -2.575 2.348 -2.816
H14 -3.026 0.717 -2.359
H15 -3.746 2.163 -4.955
H16 -4.819 1.540 -3.721
H17 -3.907 0.427 -4.793
C7 1.911 2.733 0.280
C8 3.079 1.849 -0.124
N2 3.454 0.872 0.902
C9 3.914 1.580 2.099
C10 4.333 0.696 3.263
C11 4.455 -0.052 0.386
C12 3.907 -0.977 -0.688
H18 1.432 3.138 -0.611
H19 2.230 3.543 0.933
H20 1.153 2.149 0.810
H21 2.826 1.304 -1.032
H22 3.948 2.491 -0.366
H23 4.761 2.246 1.844
H24 3.098 2.215 2.441
H25 4.610 1.339 4.105
H26 3.550 0.018 3.596
H27 5.240 0.125 3.056
H28 4.795 -0.680 1.207
H29 5.351 0.488 0.031
H30 2.920 -1.328 -0.381
H31 4.555 -1.838 -0.843
H32 3.792 -0.476 -1.652
C13 -3.411 -1.633 1.871
C14 -3.542 -0.298 1.149
N3 -2.804 0.795 1.797
C15 -2.596 1.916 0.868
C16 -3.847 2.591 0.298
C17 -3.442 1.212 3.050
C18 -2.651 2.285 3.799
H33 -2.372 -1.965 1.869
H34 -4.018 -2.371 1.345
H35 -3.771 -1.586 2.897
H36 -3.118 -0.408 0.146
H37 -4.600 -0.026 1.022
H38 -1.986 1.538 0.041
H39 -1.972 2.661 1.366
H40 -4.472 3.060 1.060
H41 -4.474 1.877 -0.242
H42 -3.539 3.346 -0.425
H43 -4.454 1.606 2.849
H44 -3.576 0.335 3.679
H45 -1.576 2.095 3.776
H46 -2.834 3.267 3.356
H47 -3.010 2.334 4.826
C19 1.275 -4.077 -2.271
C20 0.199 -4.416 -1.251
O3 0.188 -5.498 -0.703
C21 -0.781 -3.335 -0.865
H48 1.189 -4.780 -3.099
H49 2.248 -4.221 -1.802
H50 1.201 -3.052 -2.623
H51 -1.403 -3.739 -0.066
H52 -1.393 -3.019 -1.710
H53 -0.210 -2.504 -0.443
C22 0.456 -2.820 2.605
C23 1.944 -2.899 2.559
O4 2.622 -1.958 2.196
C24 2.584 -4.180 2.997
H54 0.089 -2.218 1.770
H55 0.186 -2.265 3.510
H56 -0.011 -3.804 2.607
H57 2.216 -5.003 2.381
H58 2.322 -4.392 4.036
H59 3.663 -4.089 2.911

## Properties
Electronic energy (eV): -38919.4343